{
  "formula": "C7H15NO3P",
  "method": "ωB97M-V with the def2-TZVPD basis set",
  "de_lowest_kcal_mol": 12.7,
  "smiles": "CO[P@]12=[N+](CCO1)C(C)(C)CO2",
  "total_charge": 1,
  "homo_lumo_gap_ev": 11.72,
  "species": ["C", "C", "C", "C", "C", "C", "C", "N", "O", "O", "O", "P", "H", "H", "H", "H", "H", "H", "H", "H", "H", "H", "H", "H", "H", "H", "H"],
  "positions_angstrom": [[1.003263, -1.756092, -0.093741], [0.572450, -2.179345, 1.362752], [-0.172630, 1.557860, 0.919968], [0.694633, 0.977264, -0.199444], [0.227230, 1.619554, -1.477692], [2.139135, 1.218363, 0.172601], [-2.930118, -1.826201, -1.211207], [0.238665, -0.472502, -0.306859], [-0.879615, -1.913348, 1.369217], [-1.276887, 0.740727, 1.149798], [-2.610310, -0.828887, -0.204452], [-1.186445, -0.650655, 0.470467], [2.065381, -1.701242, -0.226090], [0.631861, -2.442400, -0.922724], [0.698141, -3.156069, 1.529311], [0.998251, -1.422269, 2.033298], [0.260206, 1.716730, 1.959882], [-0.347906, 2.566138, 0.606330], [0.433202, 1.076914, -2.459041], [0.780702, 2.623794, -1.494963], [-0.830905, 1.812085, -1.351125], [2.425313, 0.335022, 0.785124], [2.229069, 2.300065, 0.302089], [2.822167, 1.141273, -0.736389], [-3.433621, -1.176786, -1.979673], [-3.873783, -2.424799, -0.900223], [-2.142761, -2.475046, -1.429395]],
  "forces_ev_per_a": [[-1.67, -0.34, -0.37], [-0.55, 4.59, -2.57], [2.27, 0.99, 2.27], [-0.32, -1.20, -0.29], [1.44, 1.60, -1.23], [0.82, -1.55, -2.99], [-4.74, 1.10, 0.19], [0.46, -0.77, 0.28], [-0.39, 0.27, -0.44], [-2.23, -0.39, -0.02], [2.10, 0.03, 1.23], [-0.84, -0.40, -0.48], [0.53, 0.51, 0.06], [0.46, 0.42, 1.35], [0.60, -3.55, 1.21], [0.24, -0.86, 0.28], [0.30, -0.59, -1.38], [-1.28, 0.54, -0.15], [-0.14, 0.54, 1.58], [-1.05, -1.10, -0.39], [-0.34, 0.12, -0.56], [0.40, 1.68, 0.74], [0.27, -0.36, 1.57], [-0.95, -0.36, 0.71], [1.43, -0.97, -0.07], [1.92, 0.73, 0.24], [1.25, -0.68, -0.75]],
  "mulliken_charge": [-0.7328, -0.2096, -0.8360, 1.1136, -1.3505, -1.6237, -0.5697, 0.3576, -0.3602, -0.3384, -0.2515, 0.4420, 0.4256, 0.2865, 0.4587, 0.2703, 0.3792, 0.4441, 0.2785, 0.3723, 0.4252, 0.3315, 0.4617, 0.3875, 0.2717, 0.2580, 0.3084]
}